The following is a quantum chemistry calculation of a structure of composition C3H9N5 in a non-equilibrium geometry, from the OMol25 dataset.

Output
LUMO energy (spin up / spin down) (eV): -11.74 / -11.74
Gap between HOMO and LUMO (spin up / spin down) (eV): 7.7 / 7.7
Calculated total energy (Ha): -392.597257

Structure (ORCA input):
```
! wB97M-V def2-TZVPD RIJCOSX def2/J DEFGRID3
* xyz 2 1
C 0.5471 -0.9158 -1.4706
C -0.5912 1.5472 -0.2438
C -0.2754 -0.3713 1.2510
N -0.6093 -0.4050 -1.7691
N 0.9689 -1.7848 -0.6371
N 0.2904 0.8195 0.5647
N -1.0548 0.6910 -1.3644
N 0.5623 -1.5657 1.1379
H 1.2184 -0.9714 -2.3621
H -1.4568 1.7697 0.2830
H -0.0891 2.4580 -0.7054
H -0.4008 -0.1917 2.3394
H -1.3289 -0.5013 1.0937
H 1.9879 -2.1337 -0.7706
H 1.2965 0.7065 0.3206
H -2.0434 0.9385 -1.6454
H 0.0210 -2.3681 1.4666
*
```

Atom charges from the natural (NBO) analysis, given in e for atoms 1 to 6:
1 C 0.222
2 C -0.109
3 C -0.169
4 N 0.058
5 N -0.348
6 N -0.581